No. 1
{
  "formula": "CH4ClN2",
  "method": "wB97M-V/def2-TZVPD",
  "symbols": ["N", "C", "N", "Cl", "H", "H", "H", "H"],
  "coordinates": [[-0.934, -0.339, 0.981], [0.107, 0.567, -0.076], [0.771, -0.170, -0.933], [0.219, 2.107, 0.219], [-0.755, -1.262, 0.761], [-1.620, 0.086, 1.495], [0.654, -1.135, -1.022], [1.558, 0.147, -1.425]],
  "multiplicity": 1,
  "smiles": "NC(=[NH2+])Cl",
  "e_homo_ev": -15.556,
  "molar_mass_g_mol": 79.5,
  "charge": 1,
  "de_lowest_ev": 2.785,
  "e_lumo_ha": -0.198,
  "energy_ev": -16595.39098
}

No. 2
{
  "formula": "C30H31Cl2O5OsSb",
  "method": "wB97M-V/def2-TZVPD",
  "symbols": ["Os", "O", "C", "O", "C", "C", "C", "C", "C", "O", "C", "C", "O", "O", "H", "H", "H", "H", "H", "H", "H", "H", "Cl", "C", "Cl", "H", "H", "C", "C", "C", "C", "C", "C", "C", "Sb", "C", "C", "C", "C", "C", "C", "C", "C", "C", "C", "C", "C", "C", "C", "H", "H", "H", "H", "H", "H", "H", "H", "H", "H", "H", "H", "H", "H", "H", "H", "H", "H", "H", "H", "H"],
  "coordinates": [[-0.486, -1.388, -1.621], [-0.321, -2.569, 2.170], [-0.743, -2.610, 1.038], [0.050, -2.238, 0.047], [-2.287, -2.798, 0.827], [-2.929, -1.362, 0.743], [-4.357, -1.483, 1.147], [-4.897, -2.240, -0.098], [-3.699, -2.368, -1.066], [-2.929, -1.127, -0.673], [-2.782, -3.432, -0.434], [-1.716, -3.986, -1.351], [-1.323, -5.087, -1.425], [-1.344, -3.001, -2.300], [-2.579, -3.187, 1.767], [-2.262, -0.648, 1.275], [-4.697, -0.517, 1.333], [-4.454, -2.084, 2.135], [-5.615, -1.590, -0.619], [-5.374, -3.269, 0.033], [-3.895, -2.431, -2.101], [-3.372, -4.327, -0.120], [-1.291, -0.107, -3.750], [-2.766, 0.855, -3.301], [-2.528, 2.359, -2.286], [-3.481, 0.257, -2.835], [-3.140, 1.178, -4.262], [5.203, 0.083, 0.487], [4.593, 1.443, 0.727], [5.349, 2.613, 0.593], [4.777, 3.899, 0.885], [3.478, 3.992, 1.413], [2.763, 2.801, 1.627], [3.290, 1.599, 1.235], [1.831, 0.102, 0.855], [1.599, -0.021, -1.309], [1.819, -1.273, -1.983], [1.937, -1.339, -3.378], [1.790, -0.223, -4.174], [1.610, 0.994, -3.488], [1.506, 1.139, -2.154], [1.633, 2.482, -1.533], [0.042, 0.732, 1.808], [-0.736, 1.529, 1.004], [-1.983, 1.985, 1.408], [-2.429, 1.697, 2.684], [-1.650, 0.940, 3.532], [-0.361, 0.423, 3.116], [0.406, -0.406, 4.101], [6.174, 0.089, 0.010], [4.528, -0.570, -0.128], [5.349, -0.578, 1.377], [6.336, 2.584, 0.173], [5.388, 4.758, 0.694], [3.023, 4.949, 1.683], [1.737, 2.851, 2.006], [2.144, -2.147, -1.375], [2.135, -2.278, -3.936], [1.987, -0.254, -5.256], [1.623, 1.865, -4.145], [2.685, 2.598, -1.356], [1.142, 2.436, -0.542], [1.294, 3.286, -2.192], [-0.537, 1.537, -0.051], [-2.557, 2.587, 0.714], [-3.470, 1.897, 2.938], [-1.993, 0.530, 4.490], [-0.297, -1.035, 4.696], [1.032, 0.121, 4.833], [1.023, -1.220, 3.636]],
  "multiplicity": 5,
  "e_homo_ev": [-14.507, -14.752],
  "molar_mass_g_mol": 854.5,
  "charge": 2,
  "de_lowest_ev": 0.000,
  "e_lumo_ha": [-0.248, -0.314],
  "energy_ev": -75880.00761
}

No. 3
{
  "formula": "C4H9NOS",
  "method": "wB97M-V/def2-TZVPD",
  "symbols": ["C", "N", "C", "C", "S", "C", "O", "H", "H", "H", "H", "H", "H", "H", "H", "H"],
  "coordinates": [[-1.069, 2.258, 0.305], [-0.241, 1.169, 0.902], [0.479, 0.438, -0.036], [-0.136, -0.565, -0.890], [-1.663, -1.214, -0.325], [1.910, 0.311, 0.315], [2.637, -0.493, -0.190], [-1.002, 2.248, -0.788], [-0.750, 3.235, 0.660], [-2.117, 2.073, 0.538], [-0.891, 0.500, 1.315], [0.828, -4.003, 0.132], [0.671, -1.306, -1.003], [-0.318, -0.178, -1.904], [1.092, -3.306, -0.022], [2.294, 0.976, 1.100]],
  "multiplicity": 1,
  "e_homo_ev": -8.155,
  "molar_mass_g_mol": 119.2,
  "de_lowest_ev": 5.936,
  "e_lumo_ha": -0.111,
  "energy_ev": -18661.59048
}

No. 4
{
  "formula": "C5H10O",
  "method": "wB97M-V/def2-TZVPD",
  "symbols": ["C", "C", "C", "O", "C", "C", "H", "H", "H", "H", "H", "H", "H", "H", "H", "H"],
  "coordinates": [[-1.735, 0.762, -0.091], [-0.676, -0.157, 0.572], [-0.238, -1.483, -0.004], [0.983, -1.295, 0.806], [0.806, 0.173, 0.608], [1.596, 0.605, -0.604], [-1.872, 1.720, 0.425], [-2.723, 0.294, -0.168], [-1.452, 1.025, -1.132], [-0.423, -0.698, 1.613], [0.082, -1.542, -1.045], [-0.872, -2.343, 0.247], [1.092, 0.792, 1.471], [2.656, 0.415, -0.402], [1.464, 1.675, -0.788], [1.312, 0.058, -1.507]],
  "multiplicity": 1,
  "e_homo_ev": -9.963,
  "molar_mass_g_mol": 86.1,
  "de_lowest_ev": 2.899,
  "e_lumo_ha": 0.040,
  "energy_ev": -7391.86618
}